Molecular formula: C36H60GeN6O5PTi
Method: DFT, the ωB97M-V functional and the def2-TZVPD basis

The calculation puts the LUMO energy (spin up / spin down) at -4.4101 / -7.3801 eV. Its expectation value of S² is 3.767. The total charge is +2. The gap between HOMO and LUMO (spin up / spin down) comes out at 5.83 / 5.14 eV. Its spin multiplicity is 4. As for the highest occupied orbital energy (spin up / spin down): -10.24 / -12.52 eV. As for the calculated total energy: -5379.9738 Ha.

Structure (XYZ):
```
110
Properties=species:S:1:pos:R:3:forces:R:3:mulliken_charge:R:1
Ge 1.225 -2.587 0.240 -0.1 0.0 -0.1 -0.668
Ti -0.223 -0.086 -0.411 0.7 -0.4 0.8 1.163
P -3.530 -0.635 0.203 -0.3 -0.1 0.0 2.177
O 0.182 -1.355 1.291 0.1 -0.2 -0.1 0.805
O -1.205 1.334 0.678 -0.4 0.2 -0.1 0.193
O -0.077 -2.033 -1.166 0.0 -0.1 0.1 1.051
O -1.238 3.271 1.788 0.0 0.1 -0.1 -0.721
O 2.292 -1.150 -0.359 -0.1 0.0 0.0 -0.127
N 2.514 4.468 -1.561 0.0 0.3 0.0 -0.040
N 3.195 3.494 -3.530 0.0 0.0 0.0 -0.374
N -2.420 1.885 -1.976 0.0 0.2 0.1 0.173
N -0.335 0.936 -2.269 0.0 0.4 -0.5 1.207
N 4.733 3.914 -1.869 0.3 0.1 0.0 -0.315
N 1.343 1.467 0.128 -0.1 0.1 0.1 0.835
C -4.147 1.566 1.724 0.0 0.0 0.0 -0.303
C -0.895 -4.143 -2.008 0.0 -0.1 0.0 -1.598
C -0.171 -2.848 -2.359 0.0 0.0 0.1 1.197
C -3.131 -3.199 1.032 0.0 0.0 0.0 -0.396
C 1.757 -1.123 3.129 0.1 0.0 0.1 -1.684
C -0.079 2.100 -4.791 0.1 -0.1 -0.1 -0.537
C -4.426 -2.839 3.472 0.0 0.0 0.0 -0.751
C 2.738 5.116 -0.253 0.0 -0.2 0.0 -1.476
C 3.483 3.970 -2.317 -0.1 -0.1 -0.1 0.809
C 4.287 -2.561 -0.475 0.1 0.0 0.0 -1.729
C -4.513 0.770 0.632 -0.1 0.1 0.1 0.589
C -0.697 2.466 1.059 0.0 -0.1 0.1 -0.485
C 0.924 1.271 -4.287 0.1 -0.1 0.1 -1.617
C -1.294 1.746 -2.754 -0.1 0.0 -0.1 0.079
C 0.713 2.747 0.482 -0.1 -0.1 0.1 0.945
C -3.635 -1.939 1.387 0.0 0.0 0.2 1.036
C -4.953 2.629 2.091 0.0 0.0 0.0 -0.950
C 2.861 4.112 0.891 0.1 0.1 0.2 0.161
C -3.970 -4.098 3.092 0.0 0.0 0.0 -0.618
C 0.308 -1.374 2.731 0.0 0.1 0.0 1.264
C -5.669 1.065 -0.105 0.1 0.0 0.0 -0.873
C -3.322 -4.277 1.874 0.0 0.0 0.0 -0.595
C -0.145 -2.727 3.264 0.0 0.0 0.0 -1.633
C 4.059 -0.472 -1.817 0.0 0.0 0.0 -1.182
C 0.753 0.731 -3.027 0.2 0.0 -0.4 -0.422
C -4.260 -1.756 2.629 0.0 0.0 0.0 -0.402
C -0.955 -2.082 -3.425 0.0 0.0 0.0 -1.346
C 4.339 -0.343 0.653 0.1 0.0 0.0 -1.367
C 1.527 3.610 1.436 0.0 0.0 0.0 -1.091
C -6.110 2.905 1.375 0.0 0.0 0.0 -0.592
C -0.576 -0.276 3.303 0.0 0.0 0.0 -1.240
C 3.718 -1.146 -0.488 -0.1 0.0 0.0 1.553
C -4.052 -1.301 -1.386 0.1 0.0 -0.1 -1.684
C -6.467 2.128 0.278 0.0 0.0 0.0 -0.789
C -1.184 2.352 -4.012 -0.2 0.0 0.1 -1.088
C 1.224 -3.174 -2.884 0.0 0.0 -0.1 -1.435
H 1.849 -1.094 4.216 0.0 0.0 0.0 0.603
H 2.088 1.564 -0.552 0.0 0.0 0.0 -0.501
H 3.386 4.609 1.710 0.0 0.0 0.0 0.410
H -1.180 -2.915 2.982 0.0 0.0 0.0 0.179
H 0.900 4.446 1.748 0.0 0.0 0.0 0.473
H 3.508 3.282 0.585 0.0 0.0 0.0 -0.105
H -0.857 -4.837 -2.850 0.0 0.0 0.0 0.491
H 1.799 1.008 -4.867 0.0 0.0 0.0 0.623
H 3.662 -1.042 -2.659 0.0 0.0 0.0 0.268
H -1.598 -0.383 2.938 0.0 0.0 0.0 0.055
H 2.240 3.277 -3.775 0.0 0.0 0.0 0.024
H 1.717 3.035 2.348 0.0 0.0 0.0 0.376
H -7.369 2.350 -0.276 0.0 0.0 0.0 0.457
H -2.953 -5.254 1.593 0.0 0.0 0.0 0.483
H 3.905 3.035 -4.076 0.0 0.0 0.0 0.252
H 5.428 -0.354 0.583 0.0 0.0 0.0 0.541
H -4.117 -4.942 3.753 0.0 0.0 0.0 0.426
H -2.587 -3.329 0.107 0.0 0.0 0.0 -0.298
H 3.618 5.758 -0.327 0.0 0.0 0.0 0.475
H -6.737 3.738 1.666 0.0 0.0 0.0 0.433
H 4.015 0.703 0.621 0.0 0.0 0.0 -0.022
H -0.078 -2.743 4.353 0.0 0.0 0.0 0.514
H 1.489 0.053 -2.607 0.0 0.0 0.0 0.134
H -4.928 -2.708 4.421 0.0 0.0 0.0 0.465
H -0.296 -1.507 -4.077 0.0 0.0 0.0 0.249
H 1.811 -2.262 -2.998 0.0 0.0 0.0 -0.037
H -4.026 -0.508 -2.132 0.0 0.0 0.0 0.441
H 2.114 -0.167 2.737 0.0 0.0 0.0 0.083
H 0.475 -3.539 2.879 0.0 0.0 0.0 0.353
H -0.432 -4.631 -1.148 0.0 0.0 0.0 0.304
H -0.592 -0.345 4.392 0.0 0.0 0.0 0.626
H 1.898 5.789 -0.088 0.0 0.0 0.0 0.499
H -3.222 1.380 2.253 0.0 0.0 0.0 0.266
H -2.248 1.937 -0.975 0.0 -0.2 0.0 -0.558
H 0.524 3.272 -0.461 0.0 0.0 0.0 0.019
H 1.630 4.625 -2.020 0.0 0.0 0.0 0.282
H -1.950 -3.961 -1.787 0.0 0.0 0.0 0.355
H -3.086 2.570 -2.300 0.0 0.0 0.0 0.297
H 5.477 3.628 -2.484 0.0 -0.1 0.0 0.227
H 3.825 -3.175 -1.250 0.0 0.0 0.0 0.326
H -3.376 -2.101 -1.681 0.0 0.0 0.0 0.197
H -1.653 -1.384 -2.962 0.0 0.0 0.0 -0.142
H 2.414 -1.915 2.763 0.0 0.0 0.0 0.351
H -0.009 2.520 -5.787 0.0 0.0 0.0 0.487
H -5.953 0.466 -0.959 0.0 0.0 0.0 0.392
H 5.141 -0.392 -1.944 0.0 0.0 0.0 0.593
H 3.637 0.540 -1.851 0.0 0.0 0.0 -0.157
H 4.129 -3.045 0.490 0.0 0.0 0.0 0.446
H -1.521 -2.771 -4.053 0.0 0.0 0.0 0.533
H -0.215 0.718 3.035 0.0 0.0 0.0 0.018
H 1.146 -3.660 -3.858 0.0 0.0 0.0 0.570
H 5.009 4.452 -1.064 0.0 0.0 0.1 0.210
H 5.362 -2.537 -0.662 0.0 0.0 0.0 0.475
H -4.643 -0.784 2.912 0.0 0.0 0.0 0.417
H 1.757 -3.858 -2.219 0.0 0.0 0.0 0.375
H -5.059 -1.708 -1.279 0.0 0.0 0.0 0.614
H 4.061 -0.762 1.619 0.0 0.0 0.0 0.231
H -4.665 3.250 2.928 0.0 0.0 0.0 0.495
H -1.984 2.990 -4.366 0.0 0.0 0.0 0.528
H 1.769 1.035 0.943 0.0 0.0 0.0 -0.227
```
Positions in Å, forces in eV/Å.